(1)
{
  "formula": "C30H38BCsN4O4Si",
  "method": "wB97M-V/def2-TZVPD",
  "lumo_ev": 3.91,
  "de_lowest_ev": 0.000,
  "total_charge": -2,
  "gap_ha": 0.16957,
  "species": ["Cs", "C", "O", "C", "C", "C", "C", "C", "C", "N", "N", "C", "C", "O", "C", "C", "C", "C", "C", "C", "C", "C", "H", "H", "H", "H", "H", "H", "H", "H", "H", "H", "H", "H", "H", "N", "C", "C", "C", "C", "N", "H", "H", "H", "H", "H", "H", "H", "H", "H", "H", "H", "H", "C", "Si", "C", "C", "H", "H", "H", "H", "H", "H", "H", "H", "H", "O", "B", "O", "C", "C", "C", "C", "C", "C", "H", "H", "H", "H"],
  "xyz": [[0.271, -0.223, -1.912], [-0.806, 2.771, 0.798], [0.250, 1.884, 1.159], [0.376, 1.555, 2.462], [-0.489, 1.992, 3.462], [-0.285, 1.605, 4.783], [0.780, 0.789, 5.120], [1.647, 0.354, 4.124], [1.463, 0.727, 2.800], [2.268, 0.235, 1.742], [3.467, 0.077, 2.088], [4.374, -0.457, 1.203], [4.076, -0.870, -0.145], [2.958, -0.803, -0.694], [5.206, -1.410, -0.905], [6.448, -1.521, -0.399], [6.753, -1.105, 0.939], [8.054, -1.218, 1.456], [8.354, -0.814, 2.734], [7.327, -0.277, 3.527], [6.048, -0.156, 3.044], [5.710, -0.569, 1.731], [-1.783, 2.354, 1.050], [-0.752, 2.883, -0.282], [-0.671, 3.744, 1.284], [-1.331, 2.620, 3.210], [-0.979, 1.943, 5.543], [0.930, 0.475, 6.146], [2.478, -0.302, 4.350], [4.971, -1.723, -1.915], [7.253, -1.933, -1.002], [8.826, -1.635, 0.817], [9.361, -0.906, 3.122], [7.545, 0.051, 4.537], [5.267, 0.265, 3.661], [0.028, -1.841, 0.753], [-0.961, -1.912, 1.830], [-2.113, -0.945, 1.586], [-2.946, -1.327, 0.370], [-4.091, -0.371, 0.072], [-3.614, 1.001, -0.097], [0.344, -2.757, 0.464], [0.844, -1.289, 1.005], [-0.511, -1.699, 2.808], [-1.356, -2.932, 1.879], [-1.701, 0.057, 1.451], [-2.757, -0.899, 2.474], [-3.360, -2.332, 0.509], [-2.298, -1.406, -0.510], [-4.793, -0.379, 0.914], [-4.637, -0.748, -0.804], [-4.365, 1.611, -0.396], [-2.921, 1.061, -0.843], [-1.290, -5.093, -4.072], [-1.494, -3.631, -2.807], [-3.435, -3.538, -2.853], [-1.311, -4.681, -1.179], [-1.952, -5.934, -3.818], [-0.260, -5.466, -4.090], [-1.533, -4.767, -5.090], [-3.887, -4.528, -2.687], [-3.779, -3.169, -3.825], [-3.832, -2.856, -2.093], [-1.941, -5.582, -1.209], [-1.602, -4.100, -0.297], [-0.274, -5.002, -1.030], [-2.017, 3.253, -4.096], [-1.850, 2.729, -2.747], [-2.759, 3.562, -1.955], [-3.369, 4.452, -2.771], [-4.298, 5.424, -2.467], [-4.774, 6.217, -3.516], [-4.323, 6.028, -4.816], [-3.380, 5.040, -5.115], [-2.917, 4.262, -4.076], [-4.642, 5.561, -1.449], [-5.506, 6.989, -3.311], [-4.709, 6.655, -5.611], [-3.023, 4.882, -6.125]],
  "mulliken_charge": [1.03, -0.51, -0.41, 0.79, -0.50, -0.64, -0.75, -0.28, 0.15, -0.34, -0.10, 0.24, 0.18, -0.52, -0.78, -0.90, 0.93, -0.77, -0.47, -0.64, -0.47, 0.48, 0.35, -0.08, 0.45, 0.37, 0.36, 0.35, 0.42, 0.39, 0.29, 0.32, 0.36, 0.36, 0.40, 0.08, -1.15, 0.74, -0.06, -1.12, -0.30, 0.15, -0.20, 0.27, 0.54, -0.46, 0.33, 0.38, -0.20, 0.42, 0.36, 0.24, 0.10, -1.28, 0.10, -0.93, -0.97, 0.32, 0.28, 0.28, 0.30, 0.30, 0.04, 0.39, 0.07, 0.27, -0.84, -0.68, -0.07, 0.53, -0.86, -0.49, -0.44, -0.92, 0.93, 0.42, 0.34, 0.34, 0.42]
}

(2)
{
  "formula": "C32H36BN5OPS2Zr",
  "method": "wB97M-V/def2-TZVPD",
  "lumo_ev": -9.62,
  "total_charge": 3,
  "gap_ha": 0.26226,
  "species": ["Zr", "C", "C", "C", "C", "C", "O", "C", "N", "C", "C", "C", "C", "C", "C", "P", "C", "C", "C", "C", "C", "C", "C", "C", "C", "C", "C", "C", "H", "H", "H", "H", "H", "H", "H", "H", "H", "H", "H", "H", "H", "H", "H", "H", "H", "H", "H", "H", "H", "H", "H", "H", "C", "N", "C", "C", "N", "B", "N", "C", "C", "N", "C", "C", "S", "C", "S", "H", "H", "H", "H", "H", "H", "H", "H", "H", "H", "H", "H"],
  "xyz": [[-0.760, -0.312, 0.706], [-3.626, -1.760, -1.384], [-3.577, -2.023, 0.121], [-3.708, -0.733, 0.938], [-2.348, -2.845, 0.547], [-2.359, -4.264, -0.017], [-1.221, -4.290, -0.925], [-0.548, -3.183, -0.860], [-1.049, -2.283, -0.018], [0.627, -3.112, -1.724], [0.828, -4.208, -2.573], [1.928, -4.266, -3.408], [2.854, -3.237, -3.395], [2.665, -2.141, -2.559], [1.560, -2.059, -1.728], [1.501, -0.632, -0.609], [2.680, -1.012, 0.699], [4.051, -0.786, 0.606], [4.876, -1.160, 1.657], [4.342, -1.753, 2.796], [2.979, -1.994, 2.890], [2.157, -1.630, 1.836], [2.066, 0.802, -1.541], [2.680, 1.862, -0.872], [3.091, 2.981, -1.585], [2.883, 3.047, -2.956], [2.241, 2.005, -3.618], [1.822, 0.887, -2.913], [-4.503, -1.164, -1.634], [-3.694, -2.685, -1.960], [-2.751, -1.216, -1.744], [-4.439, -2.643, 0.379], [-2.942, 0.028, 0.673], [-3.670, -0.935, 2.003], [-4.647, -0.232, 0.707], [-2.281, -2.867, 1.629], [-3.247, -4.491, -0.597], [-2.203, -5.035, 0.729], [0.117, -5.021, -2.579], [2.063, -5.118, -4.060], [3.727, -3.280, -4.033], [3.396, -1.342, -2.561], [4.479, -0.328, -0.277], [5.943, -0.992, 1.586], [4.995, -2.038, 3.612], [2.569, -2.474, 3.769], [1.103, -1.890, 1.888], [2.862, 1.809, 0.194], [3.596, 3.789, -1.071], [3.235, 3.906, -3.515], [2.087, 2.054, -4.690], [1.336, 0.072, -3.438], [-0.791, 3.987, -2.826], [-0.326, 3.831, -1.439], [0.359, 4.798, -0.720], [0.578, 4.296, 0.511], [0.023, 3.023, 0.543], [0.019, 2.094, 1.750], [-1.480, 1.834, 2.208], [-2.371, 2.904, 2.342], [-3.222, 2.603, 3.334], [-2.880, 1.340, 3.811], [-3.558, 0.652, 4.925], [-1.830, 0.901, 3.131], [-1.077, -0.651, 3.222], [-0.514, 2.766, -0.658], [-1.385, 1.332, -1.126], [-0.070, 4.590, -3.367], [-1.762, 4.478, -2.840], [-0.866, 3.012, -3.294], [0.620, 5.753, -1.149], [1.074, 4.726, 1.367], [0.507, 0.976, 1.422], [0.681, 2.526, 2.639], [-2.295, 3.796, 1.742], [-4.037, 3.171, 3.756], [-4.618, 0.567, 4.707], [-3.416, 1.224, 5.837], [-3.128, -0.336, 5.051]],
  "mulliken_charge": [-1.16, -1.50, 0.29, -1.49, -0.25, -0.83, -0.43, 0.55, 0.55, 0.08, -0.87, -0.89, -0.77, -0.66, 0.66, 2.11, 0.65, -0.28, -0.81, -0.68, -1.00, 0.23, 0.80, -0.91, -0.78, -0.69, -0.96, -0.84, 0.48, 0.42, 0.16, 0.52, 0.31, 0.44, 0.54, 0.67, 0.45, 0.32, 0.56, 0.46, 0.50, 0.49, 0.46, 0.47, 0.44, 0.50, 0.29, 0.58, 0.54, 0.51, 0.51, 0.51, -0.94, 0.40, -0.41, -0.92, 1.01, -0.53, 0.84, -0.57, -0.88, 0.16, -0.85, 0.29, -0.41, 0.04, -0.27, 0.38, 0.31, 0.41, 0.55, 0.57, 0.42, -0.06, 0.60, 0.52, 0.36, 0.39, 0.34]
}

(3)
{
  "formula": "C50H95N11O18P4",
  "method": "wB97M-V/def2-TZVPD",
  "lumo_ev": -0.01,
  "gap_ha": 0.35543,
  "species": ["C", "C", "N", "H", "H", "H", "C", "C", "N", "H", "H", "H", "C", "C", "N", "H", "H", "H", "C", "C", "N", "H", "H", "H", "C", "C", "N", "H", "H", "H", "C", "C", "N", "H", "H", "H", "C", "C", "N", "H", "H", "H", "C", "C", "N", "H", "H", "H", "C", "C", "N", "H", "H", "H", "C", "C", "N", "H", "H", "H", "C", "C", "C", "C", "C", "C", "N", "O", "O", "H", "H", "H", "H", "H", "C", "C", "O", "P", "O", "O", "C", "C", "O", "C", "C", "H", "H", "H", "H", "H", "H", "H", "H", "H", "H", "H", "H", "H", "H", "H", "C", "C", "O", "P", "O", "O", "C", "C", "O", "C", "C", "H", "H", "H", "H", "H", "H", "H", "H", "H", "H", "H", "H", "H", "H", "H", "C", "C", "O", "P", "O", "O", "C", "C", "O", "C", "C", "H", "H", "H", "H", "H", "H", "H", "H", "H", "H", "H", "H", "H", "H", "H", "C", "C", "O", "P", "O", "O", "C", "C", "O", "C", "C", "H", "H", "H", "H", "H", "H", "H", "H", "H", "H", "H", "H", "H", "H", "H"],
  "xyz": [[-10.518, 15.000, 26.738], [-10.379, 14.690, 28.133], [-10.399, 14.498, 29.260], [-10.681, 16.106, 26.760], [-11.389, 14.472, 26.305], [-9.630, 14.859, 26.167], [-13.846, 20.873, 21.555], [-13.091, 22.125, 21.625], [-12.434, 23.047, 21.774], [-13.583, 20.369, 22.512], [-13.548, 20.205, 20.774], [-14.935, 21.152, 21.485], [-6.301, 18.039, 24.808], [-6.959, 16.759, 25.098], [-7.446, 15.725, 25.283], [-6.091, 17.976, 23.722], [-5.312, 18.055, 25.283], [-6.957, 18.825, 25.014], [-16.020, 12.767, 25.329], [-14.713, 13.173, 25.803], [-13.641, 13.409, 26.169], [-16.560, 13.540, 24.791], [-16.581, 12.424, 26.171], [-15.811, 11.872, 24.707], [-9.266, 21.648, 22.027], [-8.362, 21.150, 22.993], [-7.650, 20.703, 23.760], [-8.792, 22.232, 21.284], [-10.020, 22.352, 22.438], [-9.772, 20.758, 21.612], [-14.723, 16.797, 19.860], [-14.141, 17.054, 18.582], [-13.583, 17.342, 17.639], [-15.778, 16.584, 19.708], [-14.634, 17.592, 20.608], [-14.218, 15.884, 20.212], [-16.916, 14.080, 20.853], [-16.500, 12.864, 21.583], [-16.115, 11.828, 21.875], [-16.783, 14.948, 21.537], [-17.940, 13.987, 20.518], [-16.206, 14.207, 20.062], [-16.628, 18.427, 24.583], [-17.504, 17.759, 23.647], [-18.023, 17.217, 22.751], [-16.776, 18.031, 25.627], [-16.773, 19.469, 24.547], [-15.574, 18.044, 24.373], [-7.022, 15.794, 29.066], [-7.716, 17.027, 28.802], [-8.200, 18.058, 28.640], [-6.064, 15.967, 29.530], [-6.808, 15.335, 28.096], [-7.748, 15.167, 29.548], [-11.522, 18.851, 15.976], [-11.418, 19.457, 17.288], [-11.385, 19.954, 18.354], [-11.175, 17.786, 15.939], [-10.880, 19.473, 15.230], [-12.621, 18.953, 15.649], [-16.150, 14.446, 31.183], [-17.116, 14.892, 30.288], [-16.741, 15.466, 29.061], [-15.393, 15.398, 28.755], [-14.381, 14.971, 29.679], [-14.767, 14.495, 30.886], [-14.882, 16.124, 27.478], [-15.705, 16.498, 26.693], [-13.664, 16.186, 27.376], [-16.515, 13.934, 32.055], [-18.165, 14.888, 30.558], [-17.393, 15.877, 28.280], [-13.350, 14.937, 29.394], [-13.958, 14.255, 31.605], [-17.711, 18.233, 32.874], [-18.296, 18.435, 31.500], [-17.648, 19.581, 30.810], [-16.506, 19.299, 29.733], [-16.784, 18.291, 28.690], [-16.171, 20.683, 29.111], [-16.310, 21.892, 29.972], [-16.165, 23.125, 29.100], [-15.284, 18.939, 30.691], [-14.032, 18.512, 30.076], [-12.927, 19.460, 30.452], [-17.866, 19.117, 33.559], [-18.010, 17.381, 33.473], [-16.604, 18.097, 32.676], [-18.296, 17.514, 30.882], [-19.281, 18.809, 31.617], [-17.324, 21.809, 30.341], [-15.728, 21.735, 30.869], [-15.142, 23.252, 28.768], [-16.785, 22.967, 28.237], [-16.448, 24.003, 29.686], [-13.870, 17.539, 30.521], [-14.014, 18.453, 28.967], [-11.962, 19.116, 30.134], [-13.118, 20.471, 30.104], [-12.835, 19.541, 31.539], [-9.379, 8.491, 19.771], [-9.971, 8.538, 21.224], [-9.212, 9.473, 22.006], [-9.610, 11.021, 22.008], [-9.990, 11.464, 20.680], [-10.587, 11.211, 23.247], [-10.240, 10.562, 24.508], [-11.634, 10.453, 25.219], [-8.338, 11.793, 22.582], [-7.540, 12.466, 21.587], [-7.847, 13.946, 21.529], [-9.807, 7.610, 19.221], [-9.561, 9.466, 19.347], [-8.320, 8.237, 19.749], [-11.064, 8.686, 21.149], [-9.916, 7.499, 21.617], [-9.625, 9.666, 24.308], [-9.598, 11.289, 25.017], [-11.602, 10.327, 26.333], [-12.082, 11.410, 24.991], [-12.153, 9.606, 24.865], [-6.518, 12.329, 21.882], [-7.649, 12.081, 20.574], [-7.699, 14.400, 22.467], [-7.232, 14.415, 20.740], [-8.886, 14.070, 21.286], [-11.582, 18.897, 25.663], [-10.677, 17.995, 24.762], [-11.527, 16.872, 24.333], [-12.141, 16.854, 22.889], [-12.857, 18.093, 22.518], [-10.899, 16.558, 21.960], [-10.970, 16.971, 20.584], [-9.523, 17.244, 20.081], [-13.041, 15.580, 22.942], [-12.476, 14.219, 23.007], [-12.732, 13.522, 21.746], [-11.013, 19.792, 25.950], [-12.421, 19.066, 25.039], [-11.897, 18.334, 26.561], [-10.360, 18.543, 23.896], [-9.867, 17.481, 25.331], [-11.446, 16.089, 20.073], [-11.635, 17.842, 20.466], [-9.129, 18.152, 20.571], [-8.772, 16.469, 20.377], [-9.547, 17.374, 18.993], [-11.342, 14.328, 23.166], [-12.994, 13.736, 23.859], [-13.835, 13.462, 21.596], [-12.274, 13.964, 20.862], [-12.405, 12.487, 21.882], [-10.076, 13.923, 17.147], [-10.618, 13.476, 18.447], [-12.049, 13.729, 18.551], [-13.227, 12.908, 17.963], [-14.499, 13.192, 18.611], [-13.300, 13.011, 16.387], [-13.863, 14.195, 15.782], [-14.509, 13.772, 14.471], [-12.834, 11.408, 18.054], [-12.921, 10.652, 19.271], [-13.443, 9.322, 18.937], [-10.129, 14.994, 16.941], [-9.022, 13.781, 17.063], [-10.573, 13.413, 16.270], [-10.373, 12.440, 18.698], [-10.122, 14.021, 19.204], [-14.569, 14.657, 16.493], [-13.194, 15.024, 15.611], [-13.933, 12.936, 14.157], [-15.445, 13.339, 14.709], [-14.732, 14.631, 13.781], [-11.991, 10.730, 19.805], [-13.640, 11.097, 19.900], [-13.401, 8.771, 19.857], [-14.476, 9.412, 18.602], [-12.850, 8.692, 18.220]],
  "mulliken_charge": [1.08, -0.15, -0.67, -0.49, -0.31, 0.53, 0.11, 0.21, -0.53, -0.09, -0.05, 0.38, -0.96, 0.48, -0.48, 0.30, 0.37, 0.33, -1.26, 0.72, -0.52, 0.22, 0.44, 0.38, -0.64, 0.45, -0.46, 0.36, 0.26, 0.00, 0.56, 0.03, -0.35, 0.58, -0.06, -0.65, 0.07, 0.43, -0.58, -0.08, 0.48, -0.20, 0.20, 0.38, -0.60, -0.15, 0.44, -0.21, -0.80, 0.46, -0.50, 0.35, 0.22, 0.27, -0.63, 0.44, -0.45, 0.08, 0.33, 0.25, -0.52, -0.49, -0.53, 0.03, -0.90, -0.30, 1.14, -0.53, -0.40, 0.44, 0.45, 0.39, 0.65, 0.42, -0.84, -0.13, -0.46, 0.82, -0.58, -0.23, -0.24, -1.27, -0.18, 0.53, -1.60, 0.27, 0.37, 0.11, 0.07, 0.34, 0.30, 0.40, 0.31, 0.31, 0.38, 0.08, 0.06, 0.46, 0.34, 0.35, -0.86, -0.20, -0.37, -0.56, 0.45, 0.21, -0.38, -0.88, -0.38, -0.82, -0.28, 0.38, 0.00, 0.36, 0.14, 0.43, 0.44, 0.20, 0.36, 0.03, 0.34, 0.45, 0.37, 0.27, 0.47, -0.38, -0.76, -0.39, 1.04, -0.40, -0.44, 0.08, 0.85, -1.23, 0.07, 0.67, 0.96, 0.45, 0.13, -0.10, 0.62, -0.07, -0.65, 0.13, 0.24, 0.08, 0.32, 0.10, -0.65, -0.59, -0.67, 0.04, -1.41, 1.23, 1.32, -0.27, -0.47, -0.38, 0.09, -1.41, -0.47, 1.11, -1.76, 0.12, 0.47, 0.34, -0.21, -0.49, 0.15, 0.28, 0.35, 0.37, 0.35, -0.33, 0.02, 0.45, 0.43, 0.29]
}